{
  "formula": "C36H66F6N12P",
  "method": "wB97M-V/def2-TZVPD",
  "charge": 5,
  "homo_ev": -19.480,
  "orbital_gap_ev": 9.489,
  "relative_energy_kcal_mol": 34.5,
  "symbols": ["P", "F", "F", "F", "F", "F", "F", "N", "N", "N", "N", "N", "N", "N", "N", "N", "N", "N", "N", "C", "C", "C", "C", "C", "C", "C", "C", "C", "C", "C", "C", "C", "C", "C", "C", "C", "C", "C", "C", "C", "C", "C", "C", "C", "C", "C", "C", "C", "C", "C", "C", "C", "C", "C", "C", "H", "H", "H", "H", "H", "H", "H", "H", "H", "H", "H", "H", "H", "H", "H", "H", "H", "H", "H", "H", "H", "H", "H", "H", "H", "H", "H", "H", "H", "H", "H", "H", "H", "H", "H", "H", "H", "H", "H", "H", "H", "H", "H", "H", "H", "H", "H", "H", "H", "H", "H", "H", "H", "H", "H", "H", "H", "H", "H", "H", "H", "H", "H", "H", "H", "H"],
  "positions_angstrom": [[0.844069, -1.072038, -1.011881], [1.547390, -2.253414, -0.017608], [2.252125, -0.293534, -1.086120], [0.202912, 0.246878, -1.821554], [-0.677576, -1.677604, -0.963118], [1.277603, -1.911182, -2.405874], [0.603503, -0.159881, 0.358485], [-2.472301, 0.164726, 2.515394], [4.887838, -3.269182, 0.926386], [-0.112241, -5.980179, -1.650181], [-1.009911, 5.676498, -4.764681], [0.174213, 4.033847, -3.953052], [-2.841641, 0.540707, 4.663634], [5.140670, -3.288856, 3.202271], [-4.927342, -1.418273, -1.614338], [3.006593, 3.649435, 1.350998], [-3.605557, 0.291528, -2.361055], [3.430396, 5.265927, 2.905090], [-1.338855, -6.976879, -0.129261], [5.670088, -2.826298, 1.958231], [-2.745655, 5.596222, -6.446838], [4.031558, -4.054422, 2.818993], [0.546139, 2.676513, -3.497330], [3.816613, -3.992178, 1.469578], [-2.760907, -0.164061, 1.147991], [-1.588333, 1.012973, 4.323897], [-0.160970, -5.184375, -0.540453], [5.118313, -3.134716, -0.486162], [-3.390793, 0.019275, 3.510696], [3.762151, 7.630738, 3.321717], [2.283155, 2.599175, 0.639998], [-5.976656, -2.123433, -0.989829], [-4.674702, 0.075519, 6.280173], [-0.981295, -5.738369, 0.437153], [0.316745, 6.140864, -4.795153], [2.446901, 4.488787, 2.266104], [-0.020858, -5.206496, -3.994435], [5.689033, -4.022914, 5.541107], [-4.787246, -0.041312, -1.700158], [5.570525, -2.806418, 4.525970], [1.032333, 5.081220, -4.313857], [-2.103823, 6.427175, -5.365870], [-1.411708, 0.893779, 2.985657], [4.372939, 3.801757, 1.470412], [-2.940048, -0.932782, -2.550463], [-0.867328, -7.141536, -1.372033], [3.237847, 6.295522, 3.931086], [-4.213372, 2.056450, -4.115107], [-3.726923, -1.963033, -2.058287], [-1.972070, -7.956792, 0.620407], [-3.173523, 1.495019, -3.041089], [-1.103857, 4.411912, -4.285556], [4.644765, 4.832868, 2.348220], [0.756833, -5.739721, -2.747481], [-3.306976, 0.630761, 6.041553], [0.709318, -5.161845, -4.802499], [3.157758, -4.530612, 0.804436], [-1.378990, -5.476184, 1.406433], [-3.061216, -7.918814, 0.599940], [-0.485930, -4.226806, -3.884798], [-3.805836, 2.868101, -4.717812], [-1.736802, -7.926781, 1.684294], [-0.627368, 1.211317, 2.314544], [6.261775, -3.796854, 6.440535], [-2.874764, 0.672180, 0.458185], [6.476237, -2.111230, 1.886093], [0.295834, -4.205969, -0.519307], [6.037839, -4.868216, 4.947894], [-5.645166, -2.797864, -0.200302], [0.525879, 7.180360, -5.000374], [-1.995097, -0.750011, 0.639754], [2.678939, 2.578327, -0.375387], [4.993346, 3.164647, 0.857569], [-2.191939, 5.633357, -7.384992], [1.636094, 2.666756, -3.500482], [-5.310103, 0.294244, 5.421960], [-3.495289, 1.698031, 6.158000], [6.588644, -2.496729, 4.290118], [-2.811651, 2.227403, -2.319439], [-2.597491, 0.335359, 6.814515], [-1.010024, 1.560578, 5.053342], [4.771185, -4.455515, 5.939245], [2.938838, 8.335384, 3.204505], [-1.821665, -8.995168, 0.325005], [5.846548, -3.905142, -0.739567], [4.130611, -3.226703, -0.937920], [-4.635068, -1.004557, 6.421447], [1.289527, -6.669110, -2.948925], [-3.773788, 5.889573, -6.658923], [-2.191311, 1.305077, -3.473844], [-2.831958, 6.712627, -4.606635], [2.105120, 5.007228, -4.213516], [2.409538, 1.580728, 1.007295], [-6.289503, -2.864998, -1.724884], [-1.259856, -7.870014, -2.066028], [-2.822182, 4.580103, -6.059865], [-6.797722, -1.485061, -0.663601], [3.699425, 6.084589, 4.895738], [2.193770, 6.257592, 4.241808], [4.306476, 7.623122, 2.377393], [-3.482789, -3.007229, -1.929962], [-5.176312, 2.375846, -3.716553], [5.596760, 5.231919, 2.665793], [-5.515548, 0.715249, -1.447975], [0.221707, 1.953457, -4.245677], [5.127903, -1.886474, 4.907921], [-5.045262, 0.451887, 7.233658], [5.597513, -2.169364, -0.649179], [0.379044, 2.495187, -2.435586], [1.459267, 4.605328, 2.687280], [-1.982710, 3.871664, -3.965936], [1.205332, 2.626390, 0.479815], [1.650969, -5.140005, -2.577269], [-0.739338, -5.860114, -4.489077], [-3.687149, -0.736756, 1.101067], [-4.647389, 1.359913, -4.832425], [-1.841077, 7.400829, -5.779465], [-4.400630, -0.353150, 3.421598], [4.404485, 8.201406, 3.992423], [3.424088, -4.501805, 3.591802], [-1.921626, -1.062873, -2.885573]],
  "forces_ev_per_angstrom": [[1.9253, 1.4019, -0.0278], [-1.5200, 0.8586, -1.5753], [0.5307, -0.5669, -0.2941], [-0.1179, -1.2567, -0.4139], [1.5023, -0.4312, 0.2538], [-1.4694, 0.9385, 2.1697], [-0.9491, -0.9507, 0.1362], [-1.7489, 0.7097, 0.9218], [0.1321, 0.2510, 3.8109], [-1.5276, -1.9208, 2.7566], [0.4893, 0.1507, -0.0275], [-1.1687, 1.0265, -0.9307], [0.9762, -1.4566, -2.5221], [-0.7608, 0.8103, -4.9529], [3.1836, 4.0830, -0.0776], [-1.6054, 1.2248, 2.8946], [-1.2264, -3.7784, 1.0406], [-0.4921, -3.7693, -2.6151], [1.2296, 1.6129, -0.9435], [-2.2239, -1.0946, 1.4655], [-0.5880, -0.3977, -0.1653], [-0.2468, 0.7616, 0.8661], [1.4724, 0.9295, -0.2287], [1.8774, -0.0922, 0.4273], [-0.2533, -0.6480, -1.6180], [-0.3712, 1.0245, 0.0919], [-1.2346, 0.5595, 1.2880], [0.6881, 0.2219, 0.1010], [1.6120, 0.8199, 1.6171], [-0.7049, 1.1825, 0.9442], [0.4537, -1.1285, -1.5425], [-1.2984, -1.8541, 0.0844], [0.0782, -1.4758, 0.0248], [0.9883, -1.2546, -2.7074], [-1.4953, -2.1329, 1.0508], [2.1234, 1.8148, 1.6510], [1.0454, -0.4727, -0.5246], [-0.8549, 0.3007, -0.9190], [0.9043, -0.7221, -1.7824], [1.7052, -1.4891, 0.9287], [0.2621, -0.1739, 0.2939], [-1.5846, 0.6973, -0.0511], [0.3842, -0.7349, 0.1213], [0.1896, 0.6988, -0.2559], [-1.1113, -0.9164, 0.9103], [0.8296, 3.2066, 0.6034], [0.3775, 0.9515, -0.4615], [-0.1172, -0.4423, 0.6538], [0.2947, 1.5398, -0.4619], [-2.6438, -2.8340, 1.9040], [-0.4065, 1.4969, -1.1219], [2.6143, 1.5962, 0.5452], [-0.9657, -0.7258, 0.1323], [0.0687, -0.4393, -3.0349], [-1.4513, 1.6773, 0.6145], [0.2539, 0.5259, 0.0601], [-0.0973, 0.1580, 0.3121], [0.4412, 0.1378, -0.1239], [-0.1697, 0.6010, -0.2240], [0.2427, -0.0039, 0.3454], [0.1402, -0.0020, 0.2713], [0.4285, 0.3007, -0.1779], [0.0392, -0.2163, 0.2209], [0.4256, 0.0761, -0.4971], [-0.1120, 0.5745, 0.6002], [0.1209, -0.2687, -0.1082], [0.2311, -0.1443, -0.1181], [0.8767, 0.1149, 0.2955], [0.3303, 0.5932, 0.4588], [0.2192, -0.2890, -0.3593], [0.2756, -0.2087, 0.6720], [0.1324, -0.0340, -0.0092], [0.2797, 0.3468, 0.1493], [0.0712, -0.2346, 0.1282], [0.0963, -0.1089, -0.4292], [-0.4101, 0.2103, 0.4234], [0.5988, 0.2812, 0.2102], [0.2296, -0.0361, 0.3794], [-0.9771, 0.4004, 0.4041], [0.3734, -0.2936, -0.6370], [0.0689, -0.2378, -0.0544], [-0.6072, 0.7104, -0.1530], [-0.2068, -0.1817, -0.3086], [0.7232, 0.2372, -0.4224], [-0.3590, -0.0877, -0.5711], [0.4416, 0.0907, -0.4628], [-0.1225, -0.1547, -0.2111], [-0.5466, -0.3791, -0.4666], [0.1229, 0.3223, 0.0372], [-0.3148, -0.7822, -0.5555], [-0.0052, -0.3904, 0.2829], [-0.1284, -0.1683, 0.1101], [0.5727, 0.2329, 0.5322], [-0.7312, 0.2812, -0.1662], [0.6574, -0.2671, -0.0203], [0.0187, -0.2281, -0.4461], [0.1750, -0.0973, -0.1737], [0.7647, -0.5477, -0.4467], [-0.2470, 0.4661, -0.6628], [-0.2117, -0.7188, -0.0056], [-0.1812, 0.0932, -0.2258], [0.3668, 0.5869, 0.8300], [-0.0967, 0.0020, -0.0919], [-0.2378, -0.3129, 0.0299], [-0.2410, -0.1426, 0.5653], [-0.8881, -0.3660, -0.3347], [-0.2548, 0.2825, -0.3434], [-0.3260, -0.0023, -0.3493], [-1.0026, -0.0854, -0.3240], [-0.3226, -0.4212, -0.8364], [0.0045, 0.1553, -0.5276], [-0.0204, 1.2011, 0.6594], [-0.6891, 0.7715, 0.8948], [-0.2990, -0.4428, 0.8275], [0.0320, 0.0181, 0.1769], [1.0097, -0.7767, -0.0876], [0.9581, -0.2261, 0.1695], [0.2500, -0.2187, -0.0522], [0.1586, -0.4802, 0.3220], [0.0533, -0.1229, -0.1686], [-0.1783, 0.5187, -0.2644]]
}